The following is a quantum chemistry calculation of a molecular structure, C39H93N3O9 at a distorted geometry, from OMol25.

Cartesian coordinates (Å):
C  1.33359  -4.97469  1.02080
C  -0.05268  -4.58677  1.19477
O  -0.34887  -3.79983  0.04396
H  1.51770  -5.88742  1.58747
H  1.99566  -4.26189  1.51241
H  1.66327  -5.31659  0.03972
H  -0.30600  -4.10249  2.13785
H  -0.69252  -5.45093  1.01610
H  0.27886  -4.20963  -0.55572
C  -2.00219  1.17758  4.87621
C  -0.88299  1.40818  5.88982
O  0.29251  0.84456  5.34037
H  -2.87730  1.82541  4.92724
H  -2.38725  0.17291  5.05077
H  -1.70129  1.06985  3.83412
H  -1.05368  0.90137  6.83962
H  -0.74845  2.47120  6.08983
H  1.03652  1.16468  5.85571
C  1.57837  -2.21116  -2.58609
C  2.10365  -3.02926  -1.38166
O  2.00616  -2.22093  -0.13417
H  2.00741  -2.55796  -3.52618
H  1.86172  -1.15879  -2.60414
H  0.50612  -2.38863  -2.66894
H  3.13566  -3.36485  -1.48378
H  1.58530  -3.96760  -1.18433
H  1.13803  -2.08235  0.25150
C  5.07346  -0.93283  1.49870
C  3.89823  -1.33803  0.54030
O  3.98320  -2.72917  0.23305
H  4.93712  0.13994  1.63536
H  6.03444  -1.13844  1.02716
H  5.10136  -1.47046  2.44647
H  3.91075  -0.77017  -0.39001
H  2.86836  -1.28660  0.89361
H  3.10016  -3.09671  0.15083
C  3.29304  -0.77370  3.25690
C  2.12043  -0.46716  4.01239
O  1.95644  0.93059  3.89082
H  3.57544  -1.82503  3.31215
H  4.17575  -0.16102  3.44004
H  3.07570  -0.66561  2.19427
H  2.25714  -0.70639  5.06699
H  1.17036  -0.96859  3.82794
H  1.05450  1.21326  4.05874
C  -4.39780  -1.99621  0.88276
C  -4.27738  -2.17578  -0.57754
O  -5.50152  -2.58462  -1.05356
H  -4.94307  -2.83856  1.30846
H  -4.78395  -0.99459  1.07184
H  -3.45471  -2.08741  1.42160
H  -3.65610  -2.97199  -0.98760
H  -4.01469  -1.20261  -0.99233
H  -5.53159  -2.73091  -2.00187
C  5.30244  4.16270  -1.31370
C  3.79403  4.47352  -1.44952
C  3.13869  3.32506  -2.23142
C  2.88855  2.03659  -1.42467
C  2.05584  2.31019  -0.18148
C  2.61796  3.54690  0.62556
N  3.04885  4.64449  -0.19246
O  3.57018  5.69988  0.53997
C  1.48518  3.97732  1.58156
C  3.77958  2.99033  1.50295
C  3.51613  5.61518  -2.40574
H  5.57517  3.21691  -0.84550
H  5.85631  4.80457  -0.62863
H  5.78227  4.27080  -2.28641
H  2.18691  3.54129  -2.71666
H  3.94608  3.02526  -2.89950
H  3.84982  1.54622  -1.27105
H  2.48466  1.34808  -2.16691
H  2.18588  1.40903  0.41777
H  1.02091  2.43976  -0.49806
H  1.23194  3.18678  2.28796
H  1.75471  4.75688  2.29411
H  0.63318  4.39514  1.04526
H  4.39526  2.29516  0.93218
H  4.38830  3.81788  1.86725
H  3.46752  2.48471  2.41677
H  4.13460  6.47214  -2.13886
H  2.43631  5.76366  -2.41254
H  3.88013  5.31720  -3.38901
H  2.92680  6.40779  0.45922
C  -2.31439  -1.32849  2.62595
C  -1.52198  -1.28453  1.26367
C  -2.30787  -0.43631  0.28841
C  -2.05390  1.05307  0.53173
C  -0.57366  1.30777  0.38481
C  0.32385  0.45019  1.36010
N  -0.08927  -0.97251  1.29796
O  0.68813  -1.80561  1.99745
C  1.78057  0.62026  0.94324
C  0.12413  1.03125  2.75663
C  -1.59376  -2.70981  0.60566
H  -3.24302  -1.87753  2.47008
H  -2.43714  -0.38265  3.15361
H  -1.63483  -1.88567  3.27081
H  -1.93112  -0.55813  -0.72713
H  -3.38752  -0.54737  0.38900
H  -2.42108  1.40195  1.49690
H  -2.56207  1.63184  -0.23956
H  -0.36224  2.37699  0.37175
H  -0.35272  1.00110  -0.63756
H  1.94479  1.69767  0.96089
H  2.48343  0.20920  1.66789
H  1.88373  0.23465  -0.07104
H  0.64768  0.54603  3.58038
H  0.64737  1.98706  2.72950
H  -0.93974  1.19695  2.92641
H  -1.33150  -3.44080  1.37049
H  -0.90340  -2.73570  -0.23745
H  -2.56734  -3.02663  0.23167
H  0.97485  -2.46709  1.36354
C  -6.08488  0.58687  -3.06162
C  -4.56001  0.34686  -3.36600
C  -3.76207  0.76975  -2.11460
C  -2.27128  0.40431  -2.21202
C  -2.13005  -1.09757  -2.55795
C  -2.89416  -1.65736  -3.79611
N  -4.25294  -1.09155  -3.74644
O  -5.05475  -1.49439  -4.79127
C  -2.18131  -1.27089  -5.15195
C  -2.77099  -3.11207  -3.56105
C  -4.03382  1.25075  -4.48392
H  -6.74533  0.33258  -3.89062
H  -6.49895  0.00166  -2.24053
H  -6.03873  1.64967  -2.82408
H  -3.98456  1.81852  -1.91790
H  -4.14911  0.27866  -1.22178
H  -1.72245  1.04252  -2.90454
H  -1.80160  0.69098  -1.27111
H  -2.36778  -1.58664  -1.61328
H  -1.05223  -1.17501  -2.70082
H  -1.44602  -1.98627  -5.52032
H  -1.70696  -0.31999  -4.90930
H  -2.84286  -1.00719  -5.97712
H  -3.41062  -3.49877  -2.76768
H  -1.72830  -3.42712  -3.60161
H  -3.18006  -3.68548  -4.39289
H  -2.97312  1.05763  -4.64428
H  -4.63023  1.30364  -5.39474
H  -4.13680  2.26556  -4.09964
H  -5.90468  -1.79371  -4.46018

Values from the calculation:
- Calculated total energy: -2381.5945 hartree
- Orbital gap: 6.0 eV
- Molar mass: 748.185 g mol⁻¹
- 2S+1: 1
- E_LUMO: 0.3600 eV

***

The following is a quantum chemistry calculation of a molecular structure, C17H31F5P2Ru at a distorted geometry, from OMol25.

Cartesian coordinates (Å):
P  2.23682  1.45251  -0.98047
P  0.61916  -2.83552  -1.37956
C  2.63227  -0.35639  -1.49743
C  1.71561  -1.40857  -2.29295
H  3.40583  -0.81977  -0.87783
H  3.10378  0.07746  -2.37696
H  1.21489  -0.91015  -3.13399
H  2.45744  -2.15727  -2.61889
C  1.47127  -4.12750  -0.46723
H  0.79460  -4.98500  -0.28158
H  1.80085  -3.72962  0.51304
H  2.33760  -4.44113  -1.05008
C  -0.60738  -3.37447  -2.55023
H  -0.12471  -4.01004  -3.30363
H  -1.06117  -2.50099  -3.03674
H  -1.40375  -3.92318  -2.02737
C  3.67511  2.03945  -0.09408
H  3.40278  2.99936  0.36176
H  4.52750  2.19086  -0.76884
H  3.94486  1.33500  0.70430
C  1.96584  2.26519  -2.57630
H  1.13696  1.78598  -3.12185
H  2.88026  2.25930  -3.19212
H  1.68607  3.30502  -2.33826
Ru  0.96929  -0.86997  -0.54005
C  3.78624  -3.21489  -3.77207
C  4.26026  -3.57400  -2.56363
C  5.67149  -3.38111  -2.09494
C  6.31110  -2.01631  -2.44447
C  5.37450  -0.84191  -2.50776
C  4.75865  -0.41480  -3.62882
C  4.77882  -1.13348  -4.94652
C  4.62999  -2.67085  -4.88891
C  0.76915  1.75637  -0.01066
H  2.75928  -3.49298  -4.06284
H  3.68957  -4.26517  -1.94528
H  6.32149  -4.17661  -2.50683
H  5.69562  -3.50664  -0.99665
H  7.05566  -1.79122  -1.66326
H  6.89411  -2.12510  -3.37581
H  5.38546  -0.19797  -1.61924
H  4.38468  0.61816  -3.68725
H  5.70599  -0.90296  -5.50034
H  3.97185  -0.71488  -5.57054
H  4.14682  -2.98529  -5.82487
H  5.63214  -3.12819  -4.89981
H  -0.09800  1.08951  -0.31082
H  0.48032  2.80006  -0.16237
H  0.98446  1.58464  1.04963
F  -1.00607  -2.87807  0.75694
C  -0.85324  -1.50108  0.45402
F  -1.99121  -1.13115  -0.27767
C  -0.96485  -0.80360  1.84733
F  -2.01289  -1.30152  2.53962
F  0.16026  -1.01507  2.58764
F  -1.14158  0.54505  1.74520

Values from the calculation:
- Calculated total energy: -1942.3782 hartree
- Orbital gap (alpha / beta): 6.7 / 5.9 eV
- Molar mass: 493.443 g mol⁻¹
- 2S+1: 5
- Net charge: +2
- E_LUMO (alpha / beta): -6.1444 / -9.0626 eV

***

The following is a quantum chemistry calculation of a molecular structure, C37H25BrCoN6O7S at a distorted geometry, from OMol25.

Cartesian coordinates (Å):
Co  -0.10162  0.15170  -0.47351
C  -3.49558  2.58867  -1.70402
O  -4.18764  1.40953  -2.05231
C  -4.04887  0.29876  -1.24170
C  -5.13510  -0.55471  -1.22297
C  -5.13864  -1.71116  -0.44695
C  -4.03288  -2.02614  0.31226
C  -2.89290  -1.22109  0.27562
C  -1.74119  -1.53510  1.06868
N  -0.59002  -0.94208  0.98621
N  0.36165  -1.28979  1.85412
C  1.17821  -0.28969  2.18820
O  0.96622  0.90431  1.90127
C  2.38420  -0.70696  2.94975
C  2.47929  -1.96574  3.53370
C  3.64370  -2.35443  4.16784
C  4.73200  -1.49558  4.21943
C  4.64358  -0.24005  3.63876
C  3.47609  0.15385  3.01347
C  -2.87233  -0.03556  -0.51667
O  -1.82784  0.71699  -0.53984
H  -2.41786  2.44549  -1.66466
H  -3.83587  2.96037  -0.72966
H  -3.73739  3.31949  -2.47814
H  -5.97908  -0.30763  -1.85307
H  -6.01127  -2.35115  -0.45077
H  -4.02320  -2.92027  0.92449
H  -1.85228  -2.29731  1.84252
H  1.62980  -2.62690  3.46730
H  3.70843  -3.33699  4.62024
H  5.64974  -1.80708  4.70616
H  5.49586  0.42883  3.66896
H  3.38940  1.12757  2.55337
Br  8.50854  -1.46869  3.35797
C  7.84893  -1.48869  1.56344
C  6.66165  -2.15091  1.28237
C  6.21174  -2.19661  -0.00959
C  6.93674  -1.57722  -1.06756
C  8.14537  -0.91287  -0.72894
C  8.59323  -0.87247  0.56532
N  6.58228  -1.62374  -2.35230
N  5.51705  -2.22793  -2.78447
C  4.24751  -2.03934  -2.46966
C  3.30757  -3.01098  -2.89522
C  1.98455  -2.97389  -2.53863
C  1.45768  -1.92531  -1.74572
O  0.22794  -1.80669  -1.43738
C  2.37857  -0.90615  -1.33371
N  1.83596  0.10301  -0.61641
C  2.55652  1.18607  -0.38723
C  3.85094  1.33840  -0.87504
C  4.43972  0.29619  -1.56147
C  3.73027  -0.88684  -1.76169
H  6.10008  -2.62506  2.07429
H  5.29723  -2.72260  -0.23951
H  8.70976  -0.43167  -1.51477
H  9.52259  -0.37580  0.81424
H  3.68559  -3.81864  -3.50893
H  1.30207  -3.73617  -2.88821
H  2.07265  1.96487  0.18225
H  4.36366  2.27981  -0.73661
H  5.42596  0.40872  -1.99043
O  0.42941  3.33087  -1.89653
C  0.03643  2.38691  -2.57229
N  0.04045  1.09981  -2.22184
S  -0.48967  0.09137  -3.40752
O  -1.66157  -0.66926  -3.09416
O  0.60179  -0.59407  -4.05511
C  -0.93808  1.41496  -4.54710
C  -1.48000  1.39254  -5.81056
C  -1.61962  2.59865  -6.48572
C  -1.21541  3.78790  -5.89588
C  -0.67829  3.79797  -4.61836
C  -0.52960  2.59123  -3.95312
H  -1.79224  0.45685  -6.24951
H  -2.04754  2.61194  -7.47861
H  -1.33760  4.71709  -6.43636
H  -0.36892  4.71188  -4.13660

Values from the calculation:
- Calculated total energy: -6635.1933 hartree
- Orbital gap (alpha / beta): 4.9 / 5.2 eV
- Molar mass: 836.546 g mol⁻¹
- 2S+1: 4
- Net charge: -2
- E_LUMO (alpha / beta): 3.6828 / 3.4928 eV

***

The following is a quantum chemistry calculation of a molecular structure, ClH2OP at a distorted geometry, from OMol25.

Cartesian coordinates (Å):
O  -0.94976  -0.34866  -0.50471
P  0.48715  -0.13979  -0.83355
Cl  -1.62029  -0.15425  1.55398
H  1.21864  -0.48208  0.34576
H  0.86426  1.12478  -0.56148

Values from the calculation:
- Calculated total energy: -877.8624 hartree
- Orbital gap (alpha / beta): 7.8 / 8.1 eV
- Molar mass: 84.442 g mol⁻¹
- 2S+1: 1
- E_LUMO (alpha / beta): -2.7873 / -2.4007 eV

***

The following is a quantum chemistry calculation of 3 unconnected molecules or ions with the total composition CH11N8O at a distorted geometry, from OMol25.

Cartesian coordinates (Å):
C  1.93113  -1.17516  -0.16736
N  -2.06917  -1.12556  -0.68820
N  1.89592  -0.54996  -1.32505
N  1.03879  -1.37486  1.91404
N  -3.53371  1.59102  -0.18636
N  1.01817  -0.74371  0.68984
N  -2.95528  2.07343  -1.36531
N  -0.83683  1.23316  -1.87014
N  -1.77976  1.81103  -1.69423
O  -1.47085  -0.15262  0.18141
H  2.59967  -1.99757  0.02644
H  2.46481  -0.76094  -2.04894
H  1.22554  0.18188  -1.39201
H  0.99167  -0.73918  2.73724
H  1.72864  -2.17856  1.92858
H  -2.84489  0.89572  0.34047
H  -4.42822  1.24741  -0.40015
H  -2.28739  -1.89796  -0.16549
H  -3.49344  2.98359  -1.59054
H  -0.62127  -0.37610  0.46615
H  -1.39116  -1.54295  -1.29357

Values from the calculation:
- Calculated total energy: -557.4750 hartree
- Orbital gap: 5.4 eV
- Molar mass: 151.154 g mol⁻¹
- 2S+1: 1
- Net charge: +1
- E_LUMO: -5.3329 eV

***

The following is a quantum chemistry calculation of 6 unconnected molecules or ions with the total composition C32H73N3O6 at a distorted geometry, from OMol25.

Cartesian coordinates (Å):
C  8.48787  -42.62776  17.42688
C  8.50439  -41.65255  18.62071
C  8.38523  -40.24572  17.91723
C  6.94937  -39.93428  17.45883
C  6.06153  -40.08030  18.77895
C  6.01671  -41.57474  19.25609
N  7.38363  -42.05606  19.55392
O  7.44282  -43.37507  19.97296
C  5.12137  -41.49836  20.49879
C  5.27274  -42.37877  18.15750
C  9.83182  -41.59529  19.40124
H  7.58428  -42.56875  16.82014
H  8.41282  -43.63654  17.83287
H  9.43738  -42.67287  16.89351
H  8.66355  -39.41377  18.56413
H  8.96526  -40.24762  16.99437
H  6.60054  -40.45889  16.56933
H  7.01697  -38.86105  17.28075
H  5.14790  -39.48657  18.80842
H  6.57875  -39.54231  19.57340
H  5.27129  -40.66506  21.18524
H  4.08232  -41.42982  20.17661
H  5.22138  -42.39696  21.10755
H  5.70350  -43.36624  18.32314
H  4.21598  -42.51629  18.38648
H  5.39430  -42.21675  17.08649
H  10.01392  -42.62552  19.70711
H  9.83177  -40.92876  20.26370
H  10.65030  -41.26248  18.76295
H  7.68452  -43.19467  20.88435
C  -4.27449  -46.35456  18.90616
C  -2.91469  -45.72001  19.17336
C  -1.88025  -46.67384  18.58864
C  -0.49143  -46.01935  18.40429
C  -0.61329  -44.77956  17.52231
C  -1.57917  -43.73211  18.03040
N  -2.81251  -44.40310  18.47549
O  -3.90555  -43.46138  18.59342
C  -0.97215  -42.91349  19.20043
C  -1.91537  -42.59318  16.96321
C  -2.69730  -45.72605  20.71778
H  -4.50334  -46.41696  17.84228
H  -5.10053  -45.77336  19.31597
H  -4.31853  -47.29580  19.45410
H  -1.70731  -47.41373  19.37015
H  -2.18400  -47.31329  17.75983
H  0.11422  -46.75864  17.88014
H  0.10128  -45.97091  19.31778
H  -0.90984  -45.10480  16.52514
H  0.34697  -44.27734  17.40500
H  -1.01142  -43.47021  20.13672
H  0.06712  -42.61593  19.06093
H  -1.44705  -41.96685  19.45820
H  -1.03775  -42.17688  16.46867
H  -2.55570  -43.05051  16.20894
H  -2.49273  -41.74663  17.33485
H  -3.33457  -44.93793  21.11885
H  -1.63680  -45.58256  20.92472
H  -3.05708  -46.66065  21.14815
H  -4.68678  -43.85434  18.19737
C  0.24926  -48.22395  22.11201
C  -0.02220  -47.51672  23.42025
C  0.45965  -46.10600  23.17539
C  -0.03319  -45.06403  24.12825
C  -1.56955  -45.18530  24.37929
C  -2.08038  -46.58902  24.72010
N  -1.48996  -47.52462  23.73529
O  -1.91677  -48.82589  23.88214
C  -1.76248  -46.80560  26.19224
C  -3.60547  -46.59976  24.52758
C  0.76106  -48.01112  24.58288
H  -0.04074  -49.27009  22.20984
H  1.30752  -47.98481  22.00705
H  -0.29906  -47.74897  21.29848
H  1.54711  -46.17086  23.13927
H  0.21681  -45.83605  22.14765
H  0.31417  -44.08319  23.80360
H  0.54738  -45.23902  25.03402
H  -2.15626  -44.81973  23.53653
H  -1.73607  -44.54679  25.24685
H  -2.55682  -46.45159  26.84935
H  -1.71993  -47.88407  26.34452
H  -0.84563  -46.35884  26.57679
H  -3.99490  -45.67267  24.94821
H  -3.81724  -46.34031  23.49030
H  -4.14409  -47.47332  24.89482
H  1.77294  -48.04702  24.17926
H  0.56593  -49.00941  24.97460
H  0.67380  -47.36323  25.45508
H  -2.38919  -49.01050  23.06708
C  4.58652  -43.31357  24.99841
C  5.13058  -44.59961  24.52711
O  5.39155  -44.50692  23.09276
H  4.11058  -43.32864  25.97890
H  3.85716  -42.76374  24.40359
H  5.33471  -42.55807  25.23822
H  4.60342  -45.54134  24.67996
H  6.05233  -44.76999  25.08338
H  6.07492  -43.83304  23.11492
C  0.33382  -40.90012  23.25617
C  0.92601  -41.14096  21.85282
O  2.28595  -41.49420  21.98429
H  -0.58685  -40.35947  23.03672
H  0.94275  -40.25909  23.89367
H  0.07372  -41.83964  23.74377
H  0.90116  -40.21814  21.27325
H  0.41025  -41.82384  21.17772
H  2.38588  -42.44542  21.90178
C  3.07590  -45.10834  20.09056
O  3.06767  -44.72810  21.47411
H  2.92814  -46.18091  19.96463
H  2.34776  -44.59253  19.46458
H  4.07558  -44.79255  19.79222
H  3.99811  -44.87812  21.65684

Values from the calculation:
- Calculated total energy: -1878.2091 hartree
- Orbital gap (alpha / beta): 7.1 / 3.3 eV
- Molar mass: 595.951 g mol⁻¹
- 2S+1: 2
- Net charge: +1
- E_LUMO (alpha / beta): -2.6747 / -6.4962 eV